Entry from OMol25: C2H2Cl2Si as an isolated structure (ωB97M-V/def2-TZVPD).

```
7
Properties=species:S:1:pos:R:3:forces:R:3
C 0.815299 1.690774 -1.287184 0.1 0.4 -0.4
C 0.299030 0.738497 -0.776376 -1.3 -3.6 3.1
Si -0.392967 -1.041492 0.682748 1.0 3.1 -2.9
Cl 0.250371 -0.660516 2.529835 0.2 0.1 0.3
Cl -2.389657 -1.022473 0.574186 -0.3 -0.1 0.0
H 1.218335 2.511883 -1.814519 0.2 0.3 -0.1
H 0.199590 -2.216673 0.091310 0.1 -0.3 0.0
```
Forces are in eV/Å.

11
Properties=species:S:1:pos:R:3:forces:R:3 method="wB97M-V/def2-TZVPD" smiles="N#CC/C=C/O"
N 2.700322 0.160744 0.742473 -1.1 -1.0 0.2
C 1.743779 -0.496533 0.750947 0.8 -0.1 -0.2
C 0.385631 -1.077697 0.648397 -0.8 0.1 -0.8
C -0.184913 -0.411569 -0.581786 0.2 1.2 0.2
C -0.967067 0.625329 -0.380401 0.1 0.1 0.1
O -1.117796 1.610129 -1.285840 -0.7 0.4 -0.3
H 0.107185 -2.048962 0.263016 1.6 -1.4 1.4
H -0.141858 -0.843398 1.583835 0.0 -0.2 -0.4
H 0.322246 -0.623738 -1.522432 -0.1 0.3 0.2
H -1.497924 0.707513 0.569929 0.3 0.4 -0.1
H -1.349609 2.398185 -0.788134 -0.2 0.2 -0.3

44
Properties=species:S:1:pos:R:3:forces:R:3 method="wB97M-V/def2-TZVPD" smiles="CCOC(=O)CNS(=O)(=O)c1ccc(S(=O)(=O)N2CCCC2)cc1"
C -1.915660 2.713748 -1.716064 0.3 -0.2 -0.2
C -0.494855 2.337421 -2.084716 0.1 0.4 0.4
O -0.520288 1.129561 -2.870730 -0.4 0.0 -0.2
C 0.578926 0.400855 -2.907590 0.3 -0.2 0.0
O 1.598540 0.647042 -2.312460 0.0 0.2 -0.2
C 0.442277 -0.823971 -3.810981 -0.2 0.3 0.0
N 1.414049 -1.832232 -3.472327 -0.1 -0.8 0.5
S 0.927370 -2.912312 -2.290136 0.2 0.1 -0.3
O 2.075698 -3.686065 -1.938551 0.2 0.3 0.2
O -0.246494 -3.567429 -2.779084 -0.2 0.3 0.1
C 0.447386 -1.847729 -0.925046 0.0 -0.5 -0.4
C 1.428367 -1.255011 -0.151292 0.0 0.1 0.3
C 1.064239 -0.271094 0.752817 0.2 -0.2 -0.1
C -0.269073 0.081251 0.862113 -0.3 0.3 0.3
S -0.705738 1.482254 1.892306 0.2 -0.4 -0.1
O -2.139856 1.531621 1.993313 0.0 -0.2 0.1
O -0.035165 2.633860 1.361019 0.3 0.1 0.1
N 0.034958 1.057211 3.331805 -0.3 0.3 -1.1
C 0.527674 2.165783 4.136955 0.2 0.7 0.2
C -0.551757 2.374582 5.195883 0.1 -0.1 0.0
C -0.945436 0.934085 5.524631 0.0 0.1 -0.1
C -0.784325 0.199176 4.182082 -0.4 -0.8 0.2
C -1.253971 -0.550164 0.127054 -0.1 0.1 0.1
C -0.889010 -1.526010 -0.786980 0.0 -0.1 0.0
H -2.515998 2.856195 -2.610667 -0.1 0.0 0.0
H -2.366153 1.938927 -1.102803 -0.1 -0.1 0.1
H -1.895945 3.633888 -1.140709 0.0 0.1 0.1
H -0.024750 3.118736 -2.690761 0.0 -0.1 0.1
H 0.112579 2.175144 -1.189219 -0.1 0.0 -0.2
H 0.594253 -0.504190 -4.848461 -0.1 0.0 0.1
H -0.550350 -1.266826 -3.728423 0.0 0.2 -0.1
H 2.318318 -1.436361 -3.250715 0.2 0.0 0.1
H 2.455717 -1.553373 -0.285342 0.2 0.1 0.0
H 1.794246 0.248319 1.351758 0.2 0.0 0.0
H 1.474583 1.863787 4.595909 0.0 0.1 0.0
H 0.693922 3.024332 3.489592 0.2 0.0 0.2
H -1.395528 2.906435 4.754819 0.0 0.1 0.0
H -0.192208 2.924175 6.062812 0.0 0.1 0.0
H -1.959636 0.854922 5.908668 0.0 -0.1 0.0
H -0.258653 0.519437 6.263145 0.0 0.0 0.0
H -0.289258 -0.768241 4.300583 -0.1 0.0 0.0
H -1.746729 0.045920 3.690373 0.0 -0.1 0.2
H -2.281485 -0.252978 0.267120 -0.1 0.0 0.0
H -1.615022 -2.037180 -1.399487 -0.1 0.0 0.0

E (computed, eV): -35028.237; -7764.426; -51777.757
Lowest unoccupied orbital energy (computed, Eh): 0.018; 0.024; -0.002
Energy above the lowest of the compared OMol25 structures with the same formula, charge and spin (computed, kcal per mole): 36.0; 48.4; 11.6